# 1
Entry from the OMol25 dataset: a 6-piece molecular cluster, C36H52F32O8P2 overall at a distorted geometry (wB97M-V/def2-TZVPD).

The expectation value of S² is 0.763. As for the HOMO energy (spin up / spin down): -7.18 / -6.98 eV. The HOMO-LUMO gap (spin up / spin down) comes out at 9.16 / 6.42 eV. Its lowest unoccupied orbital energy (spin up / spin down) is 1.97 / -0.56 eV.

```
! RIJCOSX wB97M-V def2-TZVPD def2/J DEFGRID3
* xyz -1 2
C 3.68 -2.74 4.37
C 3.18 -1.45 5.15
C 1.86 -0.87 4.48
C 2.02 0.46 3.65
P 1.11 0.52 2.03
C 1.55 2.28 1.61
C 3.06 2.78 1.79
C 3.27 4.26 1.25
C 4.71 4.73 0.95
C -0.57 0.29 2.61
C -1.16 1.18 3.75
C -2.65 1.69 3.53
C -3.25 2.40 4.73
C 2.08 -0.81 1.20
C 3.50 -0.51 0.81
C 4.20 -1.58 -0.01
C 5.50 -1.05 -0.75
H 2.89 -3.49 4.29
H 4.31 -3.34 5.03
H 4.12 -2.63 3.37
H 3.89 -0.66 5.39
H 2.92 -1.86 6.12
H 1.04 -0.81 5.19
H 1.50 -1.68 3.85
H 3.08 0.62 3.42
H 1.61 1.31 4.20
H 0.87 2.88 2.22
H 1.26 2.33 0.57
H 3.86 2.16 1.39
H 3.22 2.57 2.84
H 2.60 4.84 1.88
H 2.76 4.41 0.31
H 5.13 4.29 0.05
H 5.21 4.40 1.87
H 4.88 5.81 0.94
H -0.70 -0.78 2.78
H -1.10 0.50 1.68
H -0.62 2.11 3.90
H -1.04 0.78 4.76
H -3.18 0.76 3.35
H -2.59 2.33 2.65
H -4.25 2.70 4.44
H -2.71 3.31 5.00
H -3.20 1.82 5.66
H 1.52 -0.97 0.29
H 1.84 -1.77 1.66
H 4.08 -0.32 1.72
H 3.40 0.45 0.31
H 3.44 -1.98 -0.69
H 4.49 -2.42 0.63
H 5.81 -0.02 -0.59
H 5.62 -1.19 -1.83
H 6.34 -1.69 -0.46
P -1.00 -0.46 -0.71
O -0.56 -1.15 -2.05
O -0.16 0.83 -0.55
O -0.72 -1.47 0.52
O -2.51 -0.08 -0.95
C -1.26 3.04 -2.37
C -2.10 3.94 -1.43
C -1.60 3.81 0.04
F -0.32 4.30 0.13
F -2.40 4.55 0.89
F -2.16 5.25 -1.81
F -3.37 3.48 -1.41
O -1.49 3.28 -3.79
C -1.64 2.23 -4.71
C -2.71 1.20 -4.27
F -3.87 1.81 -3.92
F -2.88 0.37 -5.25
F -1.95 2.88 -5.90
F -0.41 1.73 -4.89
H -1.51 2.01 -2.10
H -0.18 3.15 -2.30
H -1.57 2.76 0.33
H -2.41 0.60 -3.41
C -1.87 -3.77 -1.89
C -3.04 -3.73 -2.92
C -3.22 -2.32 -3.68
F -2.27 -2.22 -4.52
F -4.36 -2.08 -4.35
F -2.94 -4.79 -3.71
F -4.14 -4.05 -2.16
O -1.45 -5.13 -1.49
C -0.69 -5.05 -0.28
C 0.68 -4.23 -0.30
F 1.42 -4.22 0.78
F 1.46 -4.64 -1.30
F -1.45 -4.58 0.68
F -0.37 -6.35 0.02
H -1.97 -3.06 -1.07
H -0.93 -3.48 -2.36
H -3.26 -1.50 -2.97
H 0.49 -3.18 -0.53
C -4.65 -1.00 0.76
C -5.59 -0.36 -0.32
C -5.26 1.05 -0.86
F -6.35 1.54 -1.36
F -4.93 1.81 0.09
F -5.76 -1.27 -1.30
F -6.72 -0.19 0.39
O -5.34 -1.84 1.63
C -4.73 -2.99 2.12
C -3.20 -2.99 2.54
F -2.87 -2.02 3.41
F -2.86 -4.16 2.98
F -5.41 -3.23 3.21
F -5.08 -3.94 1.26
H -4.10 -0.22 1.28
H -3.91 -1.61 0.25
H -4.43 1.09 -1.57
H -2.53 -2.78 1.70
C 2.46 0.02 -2.91
C 2.54 -1.38 -3.69
C 1.24 -1.65 -4.54
F 1.22 -0.89 -5.65
F 1.23 -2.96 -4.82
F 3.55 -1.44 -4.54
F 2.71 -2.30 -2.69
O 3.72 0.58 -2.83
C 3.81 1.79 -3.52
C 2.94 2.92 -2.92
F 3.06 2.98 -1.59
F 3.09 4.15 -3.41
F 5.06 2.15 -3.42
F 3.57 1.55 -4.69
H 2.05 -0.15 -1.92
H 1.67 0.54 -3.45
H 0.30 -1.52 -4.00
H 1.88 2.70 -2.99
*
```

Löwdin atomic charge list, values in e, 5 entries:
1. C -0.0957
2. C -0.2082
3. C -0.2100
4. C -0.2682
5. P 1.0771

# 2
Entry from the OMol25 dataset: C20H18ClN4OOsS as an isolated structure (wB97M-V/def2-TZVPD).

As for the HOMO energy: -17.22 eV. The HOMO-LUMO gap comes out at 5.75 eV. For the energy relative to the best compared isomer or geometry (same formula, charge and spin), the calculation gives 0.0 kcal per mole. Its lowest unoccupied orbital energy is -11.48 eV.

```
! RIJCOSX wB97M-V def2-TZVPD def2/J DEFGRID3
* xyz 3 1
Os -0.29 -1.59 -0.05
Cl -0.42 -0.29 -7.11
C -0.45 -0.87 -5.51
C -1.07 -2.10 -5.22
C -1.10 -2.60 -3.94
C -0.54 -1.86 -2.91
O -0.59 -2.41 -1.66
C 0.09 -0.62 -3.16
C 0.84 0.07 -2.18
N 0.85 -0.20 -0.90
C 1.89 0.28 -0.03
C 2.66 1.41 -0.16
C 3.69 1.66 0.76
C 3.96 0.79 1.78
C 3.18 -0.38 1.93
C 3.39 -1.37 2.91
C 2.58 -2.49 2.97
C 1.55 -2.63 2.06
N 1.32 -1.71 1.10
C 2.14 -0.61 1.02
C 0.14 -0.15 -4.49
H -1.51 -2.67 -6.03
H -1.56 -3.55 -3.72
H 1.53 0.84 -2.53
H 2.48 2.13 -0.96
H 4.29 2.56 0.64
H 4.77 0.98 2.47
H 4.20 -1.25 3.63
H 2.74 -3.26 3.71
H 0.89 -3.49 2.08
H 0.64 0.78 -4.72
C -3.62 0.42 3.31
N -2.98 1.20 2.24
C -3.03 2.68 2.26
C -2.29 3.08 0.96
N -1.86 1.76 0.43
C -2.34 0.78 1.19
S -2.24 -0.95 0.80
H -3.28 0.80 4.27
H -3.36 -0.63 3.22
H -4.70 0.54 3.23
H -2.53 3.04 3.16
H -4.07 3.00 2.28
H -1.43 3.71 1.15
H -2.95 3.57 0.25
H -1.60 1.62 -0.53
*
```

Löwdin atomic charge list, values in e, 5 entries:
1. Os 1.3567
2. Cl 0.8179
3. C -0.6320
4. C 0.0003
5. C 0.0485

For the records above, the corresponding energy values read -5883.326291; -2015.257205 a.u..